(1)
{
  "formula": "C31H29BF6O2S",
  "method": "ωB97M-V/def2-TZVPD",
  "species": ["C", "C", "C", "C", "C", "B", "C", "C", "C", "C", "C", "F", "F", "F", "C", "C", "O", "C", "C", "C", "C", "C", "C", "O", "S", "H", "H", "H", "H", "H", "H", "H", "H", "H", "H", "H", "H", "H", "H", "H", "H", "H", "H", "H", "H", "H", "F", "C", "C", "C", "F", "C", "C", "C", "C", "C", "C", "C", "C", "F", "C", "C", "H", "H", "H", "H", "H", "H", "H", "H"],
  "coordinates": [[1.863, -5.257, -4.031], [1.080, -4.125, -3.470], [-0.291, -4.091, -3.302], [-0.742, -2.937, -2.582], [0.316, -2.167, -2.113], [0.254, -1.061, -0.926], [-0.001, 0.308, -1.866], [-1.270, 0.753, -2.260], [-1.419, 1.748, -3.246], [-0.297, 2.376, -3.772], [-0.483, 3.384, -4.891], [0.574, 4.243, -4.986], [-0.612, 2.777, -6.118], [-1.618, 4.130, -4.701], [0.972, 2.019, -3.338], [1.103, 1.019, -2.353], [-0.872, -1.757, -0.261], [-0.415, -1.897, 1.060], [-0.842, -0.623, 1.719], [-1.081, -3.006, 1.848], [1.187, -1.983, 0.940], [1.899, -1.407, 2.160], [1.635, -3.406, 0.626], [1.451, -1.118, -0.162], [1.845, -2.786, -2.664], [1.156, -6.020, -4.387], [2.520, -4.960, -4.866], [2.465, -5.688, -3.209], [-0.944, -4.904, -3.639], [-1.792, -2.732, -2.418], [-2.179, 0.310, -1.820], [-2.415, 2.011, -3.621], [1.857, 2.492, -3.776], [2.109, 0.773, -1.981], [-0.427, -0.463, 2.706], [-0.489, 0.314, 1.135], [-1.930, -0.602, 1.759], [-0.677, -3.016, 2.863], [-2.150, -2.799, 1.944], [-0.935, -3.998, 1.409], [1.473, -1.725, 3.121], [2.947, -1.733, 2.179], [1.888, -0.309, 2.140], [1.524, -4.065, 1.502], [1.052, -3.836, -0.197], [2.691, -3.408, 0.349], [-4.492, 1.825, 3.458], [-3.643, 2.440, 2.560], [-4.062, 3.589, 1.906], [-3.252, 3.955, 0.823], [-3.696, 5.015, 0.069], [-2.073, 3.304, 0.472], [-1.524, 2.314, 1.316], [-0.146, 1.755, 1.133], [0.831, 1.966, 2.260], [2.159, 2.416, 2.040], [3.067, 2.613, 3.083], [2.783, 2.224, 4.389], [1.520, 1.690, 4.603], [1.303, 1.002, 5.782], [0.534, 1.636, 3.609], [-2.415, 1.828, 2.317], [-5.007, 4.055, 2.131], [-1.554, 3.586, -0.451], [0.303, 1.796, 0.117], [2.468, 2.676, 1.010], [4.045, 3.056, 2.888], [3.515, 2.264, 5.188], [-0.443, 1.266, 3.882], [-2.201, 0.950, 2.909]],
  "forces_ev_per_angstrom": [[0.20, -0.32, 0.07], [-0.85, 0.04, 0.36], [0.70, 0.22, -0.27], [1.58, -0.13, -0.27], [-0.13, -0.72, -1.25], [-0.84, -0.76, -4.21], [-0.06, 0.33, 1.80], [-0.44, 0.31, -0.57], [-0.32, -0.52, 0.58], [-0.07, 0.19, -0.63], [-0.05, -0.12, -0.10], [-0.86, -0.49, -0.03], [0.08, 0.64, 0.98], [0.95, -0.42, -0.32], [0.28, -0.39, 0.51], [0.38, 0.42, -0.55], [-0.22, 0.82, 2.07], [1.01, 0.63, -0.48], [-0.22, -0.79, 1.44], [-0.09, -0.16, 0.22], [-0.76, 0.14, 0.13], [0.35, -0.08, 0.36], [-0.20, -0.36, 0.33], [0.13, 0.50, 1.55], [-1.14, -0.37, -0.44], [0.34, 0.13, 0.03], [-0.16, -0.16, 0.34], [-0.03, -0.04, -0.60], [0.29, 0.40, -0.03], [0.13, 0.06, 0.30], [0.53, 0.05, -0.34], [0.39, -0.02, 0.27], [-0.34, -0.11, 0.28], [-0.44, -0.04, -0.29], [0.10, 0.05, 0.22], [0.27, 0.20, -0.58], [0.14, 0.34, -0.45], [0.08, -0.11, 0.03], [0.02, -0.19, -0.17], [-0.01, 0.29, -0.11], [-0.08, -0.12, -0.18], [-0.15, 0.13, -0.12], [0.02, -0.37, -0.10], [0.00, 0.23, -0.13], [0.15, 0.15, 0.16], [-0.07, 0.08, -0.08], [1.00, 0.86, -0.80], [-0.09, -0.67, 0.29], [0.72, -0.73, -0.67], [-0.75, 0.70, 0.05], [0.66, -1.15, 0.56], [0.98, 0.18, -0.32], [-1.90, -0.47, 0.28], [0.22, 1.47, 0.99], [0.54, -0.47, 0.74], [-0.34, 0.29, -1.10], [0.07, 0.19, -0.06], [-0.58, -0.21, -0.46], [-0.37, -1.16, 0.03], [-0.14, 1.19, -1.06], [0.25, 0.12, 0.18], [0.19, 0.54, 0.22], [0.00, 0.15, -0.08], [-0.15, 0.10, 0.41], [-0.42, -0.27, 0.47], [-0.18, -0.24, 0.67], [-0.32, -0.23, -0.17], [-0.11, 0.02, -0.11], [0.10, -0.04, 0.15], [0.01, 0.24, 0.02]],
  "lowdin_charge": [-0.1324, -0.6076, -0.1416, -0.1188, -0.3798, -0.9062, -0.0999, -0.0360, -0.0212, -0.1551, -0.5145, 0.1076, 0.1113, 0.1001, -0.0098, -0.0443, 0.0397, -0.4738, 0.0405, 0.0198, -0.4457, 0.0067, -0.0156, 0.0471, 1.0686, 0.0742, 0.0727, 0.0738, 0.1036, 0.1049, 0.1217, 0.1222, 0.1199, 0.1197, 0.0906, 0.0931, 0.1201, 0.0943, 0.0941, 0.1024, 0.0930, 0.0962, 0.0668, 0.0927, 0.0840, 0.0908, 0.0526, -0.2123, 0.0976, -0.2122, 0.0559, 0.0670, -0.1523, 0.1225, -0.1776, -0.0077, -0.0477, 0.0226, -0.2117, 0.0449, 0.0441, 0.0292, 0.1379, 0.1407, 0.1435, 0.1348, 0.1196, 0.1304, 0.1084, 0.1002],
  "orbital_gap_ev": 3.346
}

(2)
{
  "formula": "C31H29FeN5O7S",
  "method": "ωB97M-V/def2-TZVPD",
  "species": ["Fe", "O", "C", "N", "C", "C", "C", "C", "C", "C", "N", "C", "O", "C", "C", "C", "C", "C", "N", "C", "C", "C", "C", "C", "N", "H", "H", "H", "H", "H", "H", "H", "H", "H", "H", "H", "H", "C", "C", "C", "C", "C", "C", "C", "S", "O", "O", "N", "C", "C", "O", "O", "H", "H", "H", "H", "H", "H", "H", "H", "H", "C", "C", "C", "O", "C", "H", "H", "H", "H", "H", "H", "H", "H"],
  "coordinates": [[0.723, 0.233, -0.162], [3.663, 2.285, 2.371], [3.041, 1.465, 1.670], [1.746, 1.152, 1.649], [0.943, 1.563, 2.723], [1.416, 1.845, 4.010], [0.541, 2.133, 5.046], [-0.826, 2.151, 4.815], [-1.316, 1.874, 3.547], [-0.450, 1.566, 2.493], [-0.853, 1.162, 1.216], [-2.036, 1.565, 0.769], [-2.832, 2.402, 1.236], [-2.470, 0.882, -0.510], [-3.615, 1.303, -1.180], [-4.005, 0.617, -2.315], [-3.254, -0.475, -2.732], [-2.130, -0.817, -1.999], [-1.741, -0.148, -0.918], [3.860, 0.630, 0.717], [5.226, 0.468, 0.930], [5.922, -0.391, 0.103], [5.239, -1.031, -0.922], [3.887, -0.776, -1.075], [3.205, 0.030, -0.266], [2.480, 1.848, 4.182], [0.933, 2.347, 6.035], [-1.519, 2.389, 5.616], [-2.377, 1.901, 3.353], [-4.154, 2.150, -0.780], [-4.886, 0.922, -2.868], [-3.525, -1.050, -3.608], [-1.513, -1.662, -2.272], [5.684, 1.013, 1.743], [6.982, -0.565, 0.254], [5.735, -1.720, -1.593], [3.329, -1.232, -1.880], [-4.758, -4.388, 1.277], [-3.310, -4.040, 1.053], [-2.478, -4.869, 0.312], [-1.144, -4.537, 0.097], [-0.629, -3.370, 0.636], [-1.447, -2.531, 1.389], [-2.773, -2.870, 1.590], [1.003, -2.795, 0.190], [1.749, -3.969, -0.240], [1.454, -2.082, 1.369], [0.709, -1.774, -0.943], [1.050, -1.983, -2.332], [1.276, -0.616, -3.025], [1.358, -0.599, -4.263], [1.385, 0.378, -2.248], [-5.085, -5.168, 0.588], [-5.397, -3.516, 1.130], [-4.930, -4.750, 2.294], [-2.878, -5.784, -0.114], [-0.495, -5.176, -0.489], [-1.046, -1.608, 1.788], [-3.409, -2.200, 2.160], [0.248, -2.470, -2.904], [1.933, -2.617, -2.462], [0.985, 4.430, -1.876], [0.717, 3.527, -3.081], [-0.391, 2.636, -2.548], [-0.068, 2.427, -1.176], [0.797, 3.467, -0.703], [0.250, 5.239, -1.833], [1.981, 4.873, -1.880], [1.583, 2.900, -3.300], [0.426, 4.074, -3.979], [-0.428, 1.667, -3.041], [-1.374, 3.125, -2.613], [1.743, 3.014, -0.399], [0.339, 3.926, 0.176]],
  "forces_ev_per_angstrom": [[0.14, 0.33, 0.33], [0.00, -0.02, 0.07], [-0.01, -0.09, -0.01], [0.12, 0.23, 0.10], [0.00, -0.07, -0.08], [-0.02, 0.03, -0.07], [0.00, -0.01, 0.03], [-0.02, 0.03, 0.03], [0.02, -0.03, -0.04], [0.12, -0.01, -0.08], [-0.25, -0.15, 0.12], [0.00, 0.06, -0.12], [-0.03, 0.02, 0.03], [0.11, -0.05, 0.08], [0.01, -0.01, 0.03], [-0.01, -0.01, -0.01], [-0.02, -0.01, -0.01], [-0.02, 0.03, 0.07], [0.08, 0.08, -0.25], [-0.14, 0.05, -0.01], [-0.01, 0.06, -0.03], [0.01, -0.01, -0.02], [0.01, 0.02, 0.00], [0.02, 0.06, -0.05], [0.11, -0.22, 0.05], [0.02, 0.00, 0.01], [0.00, 0.01, 0.00], [0.00, -0.01, 0.00], [0.00, -0.01, 0.01], [-0.01, 0.00, -0.01], [0.00, 0.00, -0.01], [0.00, 0.01, -0.01], [0.04, -0.04, -0.05], [0.00, -0.01, 0.01], [0.00, 0.00, 0.00], [0.01, 0.00, 0.00], [0.06, 0.02, 0.06], [-0.03, -0.02, 0.01], [0.01, -0.01, -0.02], [0.00, -0.01, 0.01], [0.03, -0.03, 0.07], [-0.09, 0.03, -0.11], [0.00, -0.03, 0.01], [0.00, 0.02, 0.01], [-0.20, -0.19, -0.08], [0.02, 0.04, 0.03], [0.04, -0.15, 0.01], [0.44, 0.20, 0.02], [-0.38, -0.06, -0.04], [0.15, -0.09, -0.04], [0.00, -0.11, 0.08], [-0.44, 0.07, -0.08], [0.00, 0.00, 0.00], [0.00, 0.00, 0.00], [0.01, 0.00, 0.00], [0.00, 0.01, 0.00], [0.00, 0.01, -0.01], [0.01, 0.02, -0.01], [0.00, 0.00, -0.01], [0.03, -0.10, 0.05], [0.03, 0.05, -0.04], [0.01, 0.01, 0.03], [-0.02, -0.01, -0.01], [0.01, 0.00, -0.01], [0.00, 0.07, 0.00], [0.00, -0.01, -0.02], [-0.01, -0.01, -0.01], [0.00, 0.01, 0.01], [0.00, 0.00, 0.00], [0.01, 0.00, 0.00], [0.01, -0.01, 0.02], [0.02, 0.02, -0.01], [0.00, 0.00, 0.00], [0.01, 0.01, 0.00]],
  "lowdin_charge": [0.8639, -0.0321, -0.4979, 0.0636, -0.2018, -0.0385, -0.1391, -0.1409, -0.0435, -0.2119, 0.0567, -0.4969, -0.0322, -0.1987, -0.0180, -0.0857, -0.0701, -0.1118, 0.1212, -0.1801, -0.0154, -0.0877, -0.0647, -0.0995, 0.1102, 0.0891, 0.0776, 0.0770, 0.0881, 0.1056, 0.0920, 0.0919, 0.0905, 0.1042, 0.0913, 0.0931, 0.0904, -0.0720, -0.2959, -0.0652, -0.0658, -0.2608, -0.0529, -0.0418, 0.5247, -0.3477, -0.3313, -0.2736, -0.2200, -0.6881, -0.0401, -0.1119, 0.0635, 0.0725, 0.0717, 0.0971, 0.1026, 0.1030, 0.1128, 0.0956, 0.0988, -0.1623, -0.1610, -0.2036, -0.2084, -0.1692, 0.1033, 0.1038, 0.1124, 0.1035, 0.1087, 0.1203, 0.1108, 0.1270],
  "charge": -2,
  "multiplicity": 5,
  "orbital_gap_ev": [5.908, 5.949]
}

(3)
{
  "formula": "C31H29MnN7SSb",
  "method": "ωB97M-V/def2-TZVPD",
  "species": ["Mn", "C", "C", "C", "C", "C", "C", "N", "Sb", "C", "C", "C", "C", "C", "C", "N", "C", "C", "C", "C", "C", "C", "N", "H", "H", "H", "H", "H", "H", "H", "H", "H", "H", "H", "H", "H", "H", "H", "H", "H", "H", "S", "C", "N", "N", "C", "C", "C", "C", "C", "C", "N", "N", "C", "C", "C", "C", "C", "C", "H", "H", "H", "H", "H", "H", "H", "H", "H", "H", "H"],
  "coordinates": [[0.999, -0.676, 0.315], [0.076, -2.488, -3.152], [0.859, -1.259, -2.859], [1.447, -0.490, -3.871], [2.125, 0.671, -3.562], [2.241, 1.103, -2.236], [1.675, 0.279, -1.286], [1.036, -0.814, -1.617], [3.956, 1.325, 1.158], [4.121, -0.821, 0.651], [5.426, -1.285, 0.586], [5.655, -2.600, 0.196], [4.558, -3.386, -0.091], [3.267, -2.864, 0.029], [2.101, -3.754, -0.221], [3.053, -1.584, 0.378], [2.211, 1.074, 2.484], [2.102, 1.981, 3.522], [1.172, 1.733, 4.527], [0.513, 0.522, 4.509], [0.692, -0.367, 3.445], [0.111, -1.736, 3.541], [1.453, -0.032, 2.385], [-0.698, -2.274, -3.889], [-0.391, -2.907, -2.261], [0.722, -3.240, -3.606], [1.353, -0.831, -4.891], [2.559, 1.268, -4.350], [2.736, 2.033, -2.005], [6.253, -0.630, 0.828], [6.659, -2.994, 0.120], [4.685, -4.407, -0.415], [2.434, -4.743, -0.520], [1.460, -3.357, -1.008], [1.510, -3.861, 0.691], [2.730, 2.859, 3.551], [1.016, 2.442, 5.327], [-0.136, 0.238, 5.323], [0.236, -2.105, 4.559], [0.616, -2.421, 2.860], [-0.960, -1.738, 3.336], [-0.673, -2.299, 0.529], [-2.033, -1.256, 0.228], [-3.240, -1.780, 0.313], [-4.358, -1.247, 0.003], [-4.709, -0.204, -0.826], [-3.902, 0.229, -1.891], [-4.353, 1.222, -2.730], [-5.597, 1.814, -2.517], [-6.400, 1.393, -1.460], [-5.977, 0.377, -0.632], [-1.821, 0.047, 0.129], [-0.651, 0.554, 0.290], [-0.689, 1.944, 0.392], [0.488, 2.704, 0.399], [0.449, 4.075, 0.536], [-0.773, 4.730, 0.631], [-1.952, 3.996, 0.585], [-1.921, 2.623, 0.477], [-5.154, -1.734, 0.428], [-2.962, -0.263, -2.085], [-3.749, 1.530, -3.569], [-5.947, 2.581, -3.190], [-7.362, 1.854, -1.297], [-6.603, 0.043, 0.181], [1.430, 2.195, 0.236], [1.368, 4.642, 0.555], [-0.803, 5.803, 0.722], [-2.901, 4.505, 0.633], [-2.836, 2.055, 0.447]],
  "forces_ev_per_angstrom": [[0.65, 0.18, 0.63], [-0.10, -0.23, 0.00], [-0.01, 0.25, -0.22], [-0.03, -0.11, 0.14], [-0.02, 0.04, -0.02], [-0.13, -0.17, 0.19], [0.47, 0.29, -0.23], [0.21, 0.18, 0.09], [-1.37, -1.74, 0.37], [0.26, 1.17, 0.18], [-0.10, 0.30, 0.04], [-0.22, -0.24, 0.03], [0.38, 0.27, 0.09], [-0.01, 0.05, -0.01], [-0.09, -0.06, -0.05], [-0.84, -0.14, -0.01], [1.00, 0.34, -0.68], [0.26, 0.09, -0.24], [-0.13, -0.30, 0.10], [0.20, 0.42, 0.01], [0.17, -0.04, -0.12], [-0.03, -0.13, -0.06], [-0.38, -0.51, -0.24], [-0.03, 0.04, 0.00], [0.05, 0.05, -0.04], [0.02, -0.05, 0.03], [0.00, 0.05, -0.11], [0.05, 0.01, -0.10], [0.04, 0.13, 0.05], [0.07, 0.01, -0.09], [0.02, 0.02, 0.00], [-0.02, -0.07, 0.03], [-0.02, -0.04, 0.00], [0.00, -0.02, 0.06], [-0.01, -0.05, -0.02], [-0.01, 0.12, 0.02], [0.03, 0.03, 0.07], [-0.09, -0.05, 0.09], [0.04, 0.04, 0.04], [-0.13, 0.06, 0.14], [0.00, -0.05, -0.06], [-0.78, -0.28, -0.16], [2.23, -1.26, 0.23], [-0.73, -0.74, 0.30], [-0.07, -0.21, 0.44], [-0.28, 1.06, -0.77], [-0.02, -0.21, 0.12], [-0.02, -0.03, 0.06], [0.01, -0.12, 0.13], [0.04, 0.06, -0.12], [0.28, -0.19, 0.07], [0.15, 2.30, -0.07], [-1.00, -1.56, -0.15], [-0.14, 1.17, -0.09], [0.02, -0.38, -0.12], [-0.05, 0.07, 0.02], [0.11, -0.13, -0.02], [0.04, 0.02, 0.00], [0.12, -0.10, 0.00], [0.29, -0.03, -0.11], [0.11, -0.01, -0.06], [0.05, 0.01, -0.07], [-0.04, 0.09, -0.03], [-0.09, 0.00, 0.02], [-0.12, -0.08, 0.12], [-0.15, 0.11, 0.06], [0.06, 0.07, -0.06], [-0.01, 0.13, 0.03], [-0.12, 0.04, 0.04], [-0.04, 0.07, 0.07]],
  "lowdin_charge": [0.5327, -0.0067, -0.2641, 0.0248, -0.0033, -0.0537, -0.2513, -0.0081, 1.7291, -0.4502, -0.0968, 0.0101, 0.0398, -0.2628, -0.0293, 0.0171, -0.4865, -0.0934, 0.0119, 0.0392, -0.2716, -0.0431, 0.0071, 0.1036, 0.0516, 0.1092, 0.1374, 0.1317, 0.0980, 0.1024, 0.1386, 0.1373, 0.1047, 0.0396, 0.0645, 0.1084, 0.1370, 0.1410, 0.1101, 0.0446, 0.0858, 0.8344, -0.7054, 0.1096, 0.1105, -0.2115, -0.0148, -0.0367, -0.0102, -0.0270, 0.0212, 0.0418, 0.0083, -0.2211, -0.0565, -0.0452, -0.0184, -0.0300, 0.0132, 0.1967, 0.1071, 0.1206, 0.1270, 0.1279, 0.1298, 0.0181, 0.1183, 0.1264, 0.1239, 0.1060],
  "charge": 3,
  "multiplicity": 4,
  "orbital_gap_ev": [4.128, 4.759]
}